[1]
# C10H14N3

A cluster of 2 separate species, C10H14N3 in total (wB97M-V/def2-TZVPD, the OMol25 dataset).

## Properties
Energy relative to the best compared isomer or geometry (same formula, charge and spin): 102.0 kcal per mole
HOMO-LUMO gap (alpha / beta): 7.164 / 7.160 eV
Strongest force on any atom: 0.1053 Eh/bohr
LUMO (alpha / beta): -5.0626 / -5.0641 eV
Electronic energy: -15056.99058 eV

Geometry as ORCA input:
```
! RIJCOSX wB97M-V def2-TZVPD def2/J DEFGRID3
* xyz 1 1
C -2.950 0.703 -0.522
C -2.191 1.138 0.559
C -2.973 -0.581 -0.987
C -1.204 0.216 1.061
C -1.985 -1.445 -0.463
C -1.075 -1.063 0.506
C 2.917 0.213 0.305
C 2.491 -1.032 0.017
C 2.095 1.232 -0.313
C 0.028 -1.851 0.797
N 1.044 0.410 -1.051
N 1.419 2.184 0.548
N 1.307 -0.936 -0.814
H -3.751 1.400 -0.949
H -2.264 2.124 1.135
H -3.693 -0.779 -1.719
H -0.603 0.509 1.857
H -1.997 -2.471 -0.677
H 3.735 0.521 0.887
H 2.849 -1.955 0.272
H 2.629 1.774 -1.131
H 0.753 -1.526 1.567
H 0.107 -2.909 0.531
H 0.154 0.733 -1.069
H 0.811 1.884 1.271
H 1.008 2.965 0.020
H 1.339 -1.457 -1.636
*
```

Atomic partial charges in e from the natural (NBO) method, atoms 1 to 8: C -0.156; C -0.226; C -0.195; C -0.123; C -0.121; C -0.212; C -0.213; C -0.037

[2]
# C10H14N3O

A cluster of 2 separate species, C10H14N3O in total (wB97M-V/def2-TZVPD, the OMol25 dataset).

## Properties
Energy relative to the best compared isomer or geometry (same formula, charge and spin): 0.0 kcal per mole
HOMO-LUMO gap (alpha / beta): 4.666 / 5.802 eV
Strongest force on any atom: 0.1202 Eh/bohr
LUMO (alpha / beta): 2.8292 / 2.8390 eV
Electronic energy: -17109.91427 eV

Geometry as ORCA input:
```
! RIJCOSX wB97M-V def2-TZVPD def2/J DEFGRID3
* xyz -1 1
C 2.391 -1.219 -0.336
C 0.123 2.345 2.048
C 0.130 -0.333 -0.933
C 1.077 -1.268 -0.527
C 2.425 1.496 1.453
C 0.919 0.196 2.881
C -2.202 0.671 -1.053
C -2.081 -1.813 -0.942
C 1.044 1.274 2.117
C -1.316 -0.546 -1.456
N 3.540 -1.144 -0.264
N -0.506 3.307 2.063
N -1.187 -0.511 -2.900
O -1.171 -1.751 -3.445
H 0.294 0.748 -0.882
H 2.381 2.056 0.455
H 3.078 2.140 2.132
H 2.753 0.535 1.299
H 0.058 0.264 3.484
H 0.676 -2.320 -0.372
H 1.674 -0.507 3.078
H -2.403 0.740 0.108
H -1.643 1.586 -1.243
H -3.241 0.430 -1.358
H -1.670 -2.072 0.081
H -1.682 -2.725 -1.389
H -3.149 -1.626 -0.980
H -0.312 0.049 -3.119
*
```

Atomic partial charges in e from the natural (NBO) method, atoms 1 to 8: C 0.273; C 0.273; C -0.121; C -0.499; C -0.615; C -0.305; C -0.612; C -0.621

[3]
# C10H14N3O2

The ion C10H14N3O2 with charge +1 (wB97M-V/def2-TZVPD, the OMol25 dataset).

## Properties
Energy relative to the best compared isomer or geometry (same formula, charge and spin): 16.5 kcal per mole
HOMO-LUMO gap: 9.234 eV
Strongest force on any atom: 0.0740 Eh/bohr
LUMO: -3.2084 eV
Electronic energy: -19154.09414 eV

Geometry as ORCA input:
```
! RIJCOSX wB97M-V def2-TZVPD def2/J DEFGRID3
* xyz 1 1
C -4.447 -2.357 1.111
C -4.098 -1.100 0.766
C -3.616 -3.515 0.874
C -2.791 -1.047 0.287
C -2.021 -2.230 0.167
C -0.771 -0.540 -0.335
C 2.631 1.441 -0.310
C 1.664 -0.522 1.125
C 1.409 0.733 0.253
C 0.547 0.189 -0.873
N -2.405 -3.465 0.490
N -0.762 -1.823 -0.233
N 0.113 1.322 -1.803
O -1.961 0.041 -0.081
O 1.156 -0.600 -1.791
H -5.363 -2.513 1.788
H -4.914 -0.331 0.960
H -3.865 -4.571 0.960
H 2.355 2.385 -0.660
H 3.000 0.762 -1.107
H 3.359 1.602 0.396
H 0.869 -1.228 1.212
H 1.639 -0.208 2.233
H 2.543 -1.098 0.953
H 0.735 1.298 0.896
H -0.428 2.029 -1.353
H 0.979 1.789 -1.837
H -0.220 1.045 -2.696
H 0.721 -1.495 -1.808
*
```

Atomic partial charges in e from the natural (NBO) method, atoms 1 to 8: C -0.229; C -0.223; C 0.065; C 0.203; C 0.248; C 0.466; C -0.625; C -0.635

[4]
# C10H14N5NaPS

A structure of composition C10H14N5NaPS (wB97M-V/def2-TZVPD, the OMol25 dataset).

## Properties
HOMO-LUMO gap: 7.020 eV
Strongest force on any atom: 0.1182 Eh/bohr
LUMO: -4.7202 eV
Electronic energy: -42577.01728 eV

Geometry as ORCA input:
```
! RIJCOSX wB97M-V def2-TZVPD def2/J DEFGRID3
* xyz 1 1
N 4.003 0.935 -0.711
C 2.657 0.242 -0.703
N 2.770 -1.086 -1.412
N 2.317 0.013 0.732
C 1.551 1.095 -1.528
C 0.230 1.448 -0.692
C -0.007 2.938 -0.339
C -1.287 3.338 0.476
C -2.252 2.221 0.938
C -2.009 0.700 0.574
N -2.975 -0.247 1.060
C -2.686 -1.582 0.643
P -3.902 -2.966 1.155
S -2.869 -4.460 1.898
C -1.445 -1.944 -0.241
N -0.437 -1.042 -0.707
C -0.771 0.287 -0.268
H 3.847 1.832 -0.201
H 4.576 0.374 -0.043
H 2.570 -1.864 -0.771
H 3.697 -1.159 -1.851
H 1.570 -0.682 0.860
H 2.135 0.889 1.240
H 2.016 2.076 -1.933
H 1.261 0.489 -2.470
H 0.761 3.709 -0.717
H -1.434 4.457 0.685
H -3.177 2.500 1.558
H -4.616 -3.507 0.016
H -4.809 -2.534 2.185
H -1.323 -3.065 -0.551
Na 0.039 -3.404 1.119
*
```

Atomic partial charges in e from the natural (NBO) method, atoms 1 to 8: N -0.825; C 0.425; N -0.863; N -0.877; C -0.495; C 0.000; C -0.201; C -0.164

[5]
# C10H14NO3P

A cluster of 2 separate species, C10H14NO3P in total (wB97M-V/def2-TZVPD, the OMol25 dataset).

## Properties
Energy relative to the best compared isomer or geometry (same formula, charge and spin): 68.4 kcal per mole
HOMO-LUMO gap (alpha / beta): 5.132 / 5.122 eV
Strongest force on any atom: 0.1019 Eh/bohr
LUMO (alpha / beta): 5.9294 / 5.9199 eV
Electronic energy: -27514.13810 eV

Geometry as ORCA input:
```
! RIJCOSX wB97M-V def2-TZVPD def2/J DEFGRID3
* xyz -2 1
C 1.634 2.503 0.413
C 0.932 -1.831 -3.083
C 0.673 1.873 0.627
C 1.391 -1.669 -1.985
C -1.379 1.827 1.915
C -1.492 1.602 -0.612
C 3.273 -0.501 -0.896
C 1.636 -2.012 0.331
C -0.695 1.298 0.663
C 2.154 -1.390 -0.771
N -0.613 -0.121 0.721
O -1.884 -2.267 1.808
O -2.139 -1.838 -0.680
O -3.236 -0.257 0.895
P -1.984 -1.110 0.888
H 2.614 2.864 0.341
H 0.393 -2.048 -3.899
H -1.186 2.970 2.063
H -2.373 1.599 1.865
H -0.967 1.189 2.799
H -1.737 2.663 -0.686
H -0.870 1.303 -1.425
H -2.475 1.175 -0.639
H 3.221 0.066 -1.909
H 3.791 0.093 -0.103
H -2.369 -2.712 -0.365
H 2.267 -1.946 1.264
H 0.329 -0.485 0.139
H 1.092 -2.838 0.323
*
```

Atomic partial charges in e from the natural (NBO) method, atoms 1 to 8: C -0.287; C -0.341; C 0.062; C 0.075; C -0.597; C -0.606; C -0.789; C -0.607

[6]
# C10H14NO4

A cluster of 2 separate species, C10H14NO4 in total (wB97M-V/def2-TZVPD, the OMol25 dataset).

## Properties
Energy relative to the best compared isomer or geometry (same formula, charge and spin): 26.6 kcal per mole
HOMO-LUMO gap (alpha / beta): 6.926 / 4.006 eV
Strongest force on any atom: 0.0794 Eh/bohr
Expectation value of S²: 2.04
LUMO (alpha / beta): -2.5248 / -8.7059 eV
Electronic energy: -20260.70888 eV

Geometry as ORCA input:
```
! RIJCOSX wB97M-V def2-TZVPD def2/J DEFGRID3
* xyz 1 3
C -3.844 0.848 -0.018
C -2.646 1.543 -0.139
C -3.844 -0.541 0.064
C -1.446 0.867 -0.184
C -2.662 -1.244 0.020
C -1.435 -0.540 -0.110
C -0.312 -1.360 -0.165
C 3.724 -0.422 0.260
C 1.375 0.330 -2.329
C 0.913 0.184 2.270
N 1.406 0.057 -0.015
O 0.227 -2.367 -0.222
O 2.391 -0.895 0.037
O 1.579 0.946 -1.073
O 1.393 0.861 1.121
H -4.777 1.388 0.011
H -2.650 2.620 -0.199
H -4.776 -1.076 0.161
H -0.530 1.425 -0.277
H -2.658 -2.321 0.086
H 4.021 0.283 -0.518
H 4.335 -1.318 0.217
H 3.807 0.047 1.242
H 2.014 -0.546 -2.455
H 1.650 1.091 -3.052
H 0.327 0.049 -2.467
H 1.239 -0.857 2.284
H -0.176 0.241 2.333
H 1.354 0.706 3.116
*
```

Atomic partial charges in e from the natural (NBO) method, atoms 1 to 8: C -0.210; C -0.195; C -0.178; C -0.206; C -0.192; C -0.280; C 0.592; C -0.280

[7]
# C10H14Si

The molecule C10H14Si (wB97M-V/def2-TZVPD, the OMol25 dataset).

## Properties
Energy relative to the best compared isomer or geometry (same formula, charge and spin): 88.7 kcal per mole
HOMO-LUMO gap: 9.186 eV
Strongest force on any atom: 0.0947 Eh/bohr
LUMO: 0.8583 eV
Electronic energy: -18471.76532 eV

Geometry as ORCA input:
```
! RIJCOSX wB97M-V def2-TZVPD def2/J DEFGRID3
* xyz 0 1
C -2.857 0.082 2.700
C -3.003 -1.220 2.226
C -2.259 1.089 1.929
C -2.490 -1.576 1.012
C -1.610 0.670 0.832
C -1.842 -0.590 0.407
C -1.013 0.253 -0.498
C 1.916 -0.356 0.680
C 1.345 1.818 -1.763
C 0.960 -1.168 -2.238
Si 0.877 0.150 -0.917
H -3.516 0.410 3.539
H -3.420 -2.058 2.823
H -2.307 2.029 2.400
H -2.639 -2.568 0.768
H -1.540 0.603 -1.347
H 2.857 -0.495 0.316
H 1.759 0.415 1.401
H 1.425 -1.307 1.090
H 1.385 2.808 -1.256
H 2.416 1.692 -2.054
H 0.751 2.052 -2.633
H 2.051 -1.211 -2.619
H 0.759 -2.144 -1.711
H 0.371 -0.832 -3.146
*
```

Atomic partial charges in e from the natural (NBO) method, atoms 1 to 8: C -0.225; C -0.196; C -0.200; C -0.235; C -0.031; C -0.003; C -0.603; C -1.045

[8]
# C10H15Cl4N3O6

A cluster of 5 separate species, C10H15Cl4N3O6 in total (wB97M-V/def2-TZVPD, the OMol25 dataset).

## Properties
HOMO-LUMO gap (alpha / beta): 1.895 / 7.805 eV
Strongest force on any atom: 0.0455 Eh/bohr
Expectation value of S²: 0.75
LUMO (alpha / beta): 1.4820 / 1.5171 eV
Electronic energy: -77449.10504 eV

Geometry as ORCA input:
```
! RIJCOSX wB97M-V def2-TZVPD def2/J DEFGRID3
* xyz -1 2
C 0.754 -2.500 4.451
Cl 2.178 -3.642 4.514
Cl 1.392 -0.814 4.741
Cl -0.023 -2.600 2.881
Cl -0.483 -2.836 5.674
C 4.935 1.226 -3.103
N 4.850 0.369 -1.927
O 3.791 -0.254 -1.812
O 5.793 0.293 -1.177
H 5.205 2.232 -2.781
H 4.027 1.132 -3.698
H 5.723 0.788 -3.716
C -0.429 3.288 -1.138
N -1.778 3.562 -0.488
O -2.426 4.486 -0.957
O -2.175 2.879 0.423
H -0.206 2.249 -0.895
H 0.275 3.971 -0.662
H -0.370 3.565 -2.190
C 2.644 -0.471 1.003
N 1.493 0.355 0.717
O 0.654 -0.147 -0.003
O 1.508 1.528 1.065
H 2.619 -0.642 2.079
H 3.538 0.126 0.819
H 2.555 -1.443 0.519
C -3.586 -2.682 -0.810
C -2.563 -1.895 -0.299
C -2.831 -0.641 0.205
C -4.103 -0.097 0.070
C -5.117 -0.839 -0.481
C -4.854 -2.142 -0.864
H -3.407 -3.728 -1.008
H -1.570 -2.321 -0.289
H -2.056 0.006 0.589
H -4.256 0.949 0.286
H -6.137 -0.488 -0.426
H -5.566 -2.820 -1.312
*
```

Atomic partial charges in e from the natural (NBO) method, atoms 1 to 8: C -0.297; Cl -0.228; Cl -0.218; Cl -0.103; Cl -0.124; C -0.488; N 0.524; O -0.382

> What is the electronic energy in the second record?

-17109.91427 eV